This record from the OMol25 dataset describes C2H24B5Be3Cl4 as an isolated structure at a distorted geometry. The level of theory is ωB97M-V/def2-TZVPD.

Calculated values
DFT total energy (eV): -57118.241
Charge: +1

Cartesian coordinates (Å):
Be  0.3703  1.1120  -2.1494
Be  -1.1330  1.6472  1.6307
Be  2.4917  -0.4181  0.9511
B  -3.2704  1.6327  2.4079
H  -4.3157  1.5073  2.8735
H  -2.9926  2.7659  2.2959
H  -2.5028  1.1189  3.1488
H  -3.2031  1.0547  1.3888
B  -0.0684  -0.3994  0.0672
H  -0.1623  -0.8241  -1.0136
H  -1.1125  -0.0977  0.4994
H  0.5469  -1.1238  0.7588
H  0.5654  0.5490  -0.0028
B  -1.0424  2.5311  -0.8217
H  -1.6452  3.1783  -0.0689
H  0.0299  2.3361  -0.3979
H  -1.5820  1.5036  -0.9323
H  -1.0306  2.9846  -1.9022
B  1.1636  1.1395  2.4536
H  0.5746  0.1760  2.1899
H  1.2093  1.9239  1.5913
H  0.5848  1.5524  3.3701
H  2.2991  0.9096  2.6866
B  2.5865  0.8865  -1.0962
H  2.1160  -0.1864  -1.1925
H  3.6500  0.7482  -0.6278
H  2.7640  1.2785  -2.1826
H  1.9170  1.6507  -0.5476
C  1.7111  -3.9884  -0.2944
Cl  2.2351  -3.2652  1.2251
Cl  2.6512  -3.4918  -1.6755
H  1.7728  -5.0649  -0.1669
H  0.7072  -3.6586  -0.5452
C  -1.6351  -2.3997  -2.6764
Cl  -1.8169  -0.6368  -2.8847
Cl  -0.4286  -3.0573  -3.7790
H  -1.4095  -2.7254  -1.6646
H  -2.5958  -2.8489  -2.9169

Forces on atoms 1 to 2 (eV/Å):
Be -0.809 0.121 3.987
Be -1.962 -0.959 0.167


This record from the OMol25 dataset describes C5H8O as an isolated structure at a distorted geometry. The level of theory is ωB97M-V/def2-TZVPD.

Calculated values
Energy relative to the best compared isomer or geometry (same formula, charge and spin) (kJ/mol): 271.7
DFT total energy (eV): -7359.439
Charge: 0

Cartesian coordinates (Å):
C  1.0735  0.2332  -1.2174
C  0.6232  -0.3723  0.1207
C  0.2933  0.6239  1.1629
C  -0.7715  -0.9942  0.1247
C  -1.7668  -0.0909  0.1820
O  -1.4618  1.1092  0.6315
H  0.3835  1.0365  -1.4966
H  2.0873  0.6549  -1.1558
H  1.0685  -0.5167  -2.0151
H  1.3219  -1.1594  0.4453
H  0.5318  1.6646  1.0869
H  0.3015  0.1885  2.1758
H  -0.9101  -2.0569  0.1376
H  -2.7743  -0.3204  -0.1827

Forces on atoms 1 to 2 (eV/Å):
C -0.137 -0.033 0.028
C -0.404 0.129 0.277